# 1
Density functional theory data (ωB97M-V/def2-TZVPD) for a 12-piece molecular cluster, C6H38N2O11 overall.

Each line ends with the Mulliken spin population.
CARTESIAN COORDINATES (ANGSTROEM)
C: 0.921 0.737 -2.263  -0.0053
N: 0.451 1.274 -0.957  0.7189
C: 0.933 0.494 0.217  -0.0062
C: 2.368 0.859 0.582  0.1000
C: -0.028 0.763 1.377  0.0117
C: -0.214 -0.094 -2.946  0.0782
N: -0.939 -0.919 -1.933  0.0531
C: -2.024 -1.683 -2.599  -0.0002
H: 1.851 0.095 -2.155  0.0300
H: 1.212 1.594 -2.976  -0.0005
H: 0.592 2.293 -0.831  -0.0264
H: 0.924 -0.650 -0.066  0.0089
H: 2.462 1.928 0.863  0.0006
H: 2.736 0.282 1.380  0.0096
H: 3.079 0.755 -0.263  -0.0039
H: -0.157 1.838 1.592  0.0035
H: -0.973 0.323 1.189  -0.0002
H: 0.319 0.273 2.276  -0.0016
H: 0.266 -0.804 -3.701  -0.0069
H: -0.909 0.612 -3.481  0.0093
H: -1.337 -0.298 -1.227  0.0023
H: -1.598 -2.384 -3.384  0.0046
H: -2.771 -1.059 -3.086  0.0016
H: -2.542 -2.288 -1.790  -0.0004
H: -2.713 1.581 0.616  -0.0001
H: -4.136 0.981 0.472  -0.0001
O: -3.201 0.764 0.340  -0.0003
H: 0.654 4.804 0.630  0.0000
H: 0.966 3.573 1.413  0.0001
O: 0.467 3.856 0.626  -0.0003
H: 0.161 -3.443 -0.377  0.0000
H: 0.265 -2.612 -1.612  0.0026
O: 0.669 -3.414 -1.223  0.0023
H: 1.197 3.065 3.710  0.0000
H: 1.719 1.988 2.788  -0.0003
O: 1.625 2.912 2.881  -0.0001
H: -2.918 1.437 -1.386  -0.0011
H: -1.458 1.865 -1.719  -0.0019
O: -2.386 2.126 -1.848  0.0200
H: 3.344 -2.947 1.044  0.0000
H: 3.171 -4.154 2.005  0.0000
O: 3.363 -3.158 1.989  0.0001
H: -3.081 -0.792 0.991  0.0003
H: -3.334 -1.546 2.338  0.0000
O: -3.057 -1.704 1.435  0.0000
H: -1.466 -2.359 1.314  0.0001
H: -0.542 -1.664 0.312  -0.0030
O: -0.513 -2.345 0.941  0.0001
H: -2.249 3.210 -0.373  0.0002
H: -1.218 3.360 0.651  -0.0013
O: -2.120 3.171 0.606  0.0023
H: 2.102 -2.151 2.594  0.0000
H: 0.613 -1.915 2.225  0.0001
O: 1.323 -1.621 2.777  0.0003
H: 2.820 -1.479 -0.493  -0.0001
H: 2.238 -2.880 -0.890  0.0000
O: 3.072 -2.452 -0.592  -0.0002

Its LUMO energy (alpha / beta) is -2.726 / -8.125 eV. The frontier orbital gap (alpha / beta) comes out at 10.3 / 4.9 eV. As for the spin multiplicity: 2. As for the expectation value of S²: 0.76. Its charge is +1. The highest occupied orbital energy (alpha / beta) is -13.0 / -13.0 eV.

---

# 2
Density functional theory data (ωB97M-V/def2-TZVPD) for a 2-piece molecular cluster, C4H12 overall.

Each line ends with the Mulliken spin population.
CARTESIAN COORDINATES (ANGSTROEM)
C: -0.655 1.298 0.837  0.0059
C: 0.272 2.102 1.750  0.0029
H: -0.776 0.347 1.399  0.0009
H: -1.540 1.790 0.408  0.0001
H: -0.140 1.083 -0.123  0.0030
H: 0.577 1.434 2.540  0.0000
H: -0.257 2.915 2.251  0.0020
H: 1.154 2.485 1.256  0.0001
C: -0.570 -1.770 -1.390  0.3377
C: 0.894 -1.555 -1.234  0.1318
H: -1.053 -0.791 -1.104  0.1332
H: -0.658 -2.370 -2.323  0.0703
H: -1.234 -2.328 -0.690  0.1358
H: 1.407 -2.070 -2.058  -0.0016
H: 1.259 -2.038 -0.311  0.1508
H: 1.321 -0.532 -1.210  0.0274

Its LUMO energy (alpha / beta) is -3.449 / -11.080 eV. The frontier orbital gap (alpha / beta) comes out at 11.7 / 4.0 eV. As for the spin multiplicity: 2. As for the expectation value of S²: 0.75. Its charge is +1. The highest occupied orbital energy (alpha / beta) is -15.2 / -15.1 eV.

---

# 3
Density functional theory data (ωB97M-V/def2-TZVPD) for C34H33AgBrF4NOPSi2 as an isolated structure.

Each line ends with the Mulliken charge.
CARTESIAN COORDINATES (ANGSTROEM)
Ag: 0.268 0.501 0.140  0.3113
F: -1.318 -3.526 -6.149  -0.3094
C: -1.362 -3.009 -4.925  0.5853
C: -2.226 -3.529 -3.990  0.3592
F: -3.034 -4.537 -4.328  -0.3265
C: -2.240 -3.010 -2.709  -0.0872
F: -3.100 -3.587 -1.861  -0.4199
C: -1.415 -1.966 -2.299  0.3425
P: -1.095 -1.591 -0.510  0.6234
C: -2.825 -1.565 0.121  0.5446
C: -3.247 -2.308 1.219  -0.2456
C: -4.568 -2.240 1.647  -0.6753
C: -5.477 -1.425 0.988  -0.5659
C: -5.053 -0.656 -0.088  -0.7665
C: -3.736 -0.721 -0.511  -0.5527
C: -0.475 -3.189 0.181  0.6435
C: 0.139 -3.069 1.427  -0.9731
C: 0.676 -4.173 2.071  -0.6655
C: 0.626 -5.424 1.471  -0.7266
C: 0.035 -5.556 0.223  -0.5745
C: -0.510 -4.448 -0.417  -0.2136
C: -0.630 -1.388 -3.309  -0.0431
Br: 0.254 0.250 -3.049  -0.1284
C: -0.587 -1.921 -4.587  0.0871
F: 0.173 -1.381 -5.541  -0.3305
H: -2.552 -2.951 1.742  0.3129
H: -4.886 -2.834 2.495  0.3939
H: -6.510 -1.386 1.313  0.3596
H: -5.750 0.000 -0.594  0.4311
H: -3.404 -0.102 -1.339  0.4991
H: 0.205 -2.088 1.885  0.6255
H: 1.149 -4.049 3.037  0.5065
H: 1.047 -6.289 1.969  0.3441
H: -0.013 -6.527 -0.255  0.3944
H: -0.950 -4.589 -1.392  0.2458
C: -2.724 2.689 -0.888  -1.0512
Si: -1.109 2.672 0.157  0.4980
C: -1.617 3.748 1.661  -1.4148
C: 0.041 3.886 -0.813  0.3449
C: -0.493 5.071 -1.338  -0.2882
C: 0.287 5.998 -2.014  -0.7309
C: 1.646 5.756 -2.185  -0.6653
C: 2.197 4.587 -1.677  -0.3722
C: 1.423 3.637 -0.992  0.3429
Si: 2.255 2.032 -0.333  0.0208
C: 3.584 1.645 -1.687  -1.3412
C: 3.342 2.702 1.103  -1.2354
H: -3.117 3.699 -1.075  0.4056
H: -3.504 2.117 -0.371  0.1165
H: -2.546 2.214 -1.861  0.2465
H: -1.996 4.730 1.346  0.3871
H: -0.763 3.918 2.326  0.3015
H: -2.402 3.250 2.242  0.3076
H: -1.555 5.279 -1.218  0.1937
H: -0.157 6.907 -2.408  0.3608
H: 2.268 6.475 -2.710  0.3640
H: 3.259 4.403 -1.820  0.2232
H: 4.472 2.292 -1.613  0.3855
H: 3.149 1.786 -2.684  0.3442
H: 3.922 0.606 -1.618  0.2086
H: 4.007 3.503 0.754  0.4628
H: 3.962 1.907 1.537  0.2493
H: 2.710 3.108 1.901  0.2666
O: 2.445 -1.861 0.347  -0.1850
C: 3.370 -1.620 1.375  -1.1105
C: 2.829 -0.699 2.448  0.5422
C: 3.715 -0.381 3.476  -0.8161
C: 3.315 0.467 4.487  -0.3500
C: 2.026 0.970 4.448  -0.7603
C: 1.204 0.582 3.405  -0.4603
N: 1.584 -0.226 2.414  0.6971
H: 2.867 -2.386 -0.338  0.1403
H: 4.287 -1.159 0.992  0.4116
H: 3.653 -2.562 1.865  0.4065
H: 4.719 -0.794 3.460  0.4297
H: 3.992 0.732 5.290  0.3948
H: 1.658 1.655 5.200  0.4327
H: 0.185 0.949 3.334  0.2907

Its LUMO energy is 2.217 eV. The frontier orbital gap comes out at 4.2 eV. Its charge is -1. The highest occupied orbital energy is -2.0 eV.

---

# 4
Density functional theory data (ωB97M-V/def2-TZVPD) for one molecule with the formula C5H10O2.

Each line ends with the Mulliken charge.
CARTESIAN COORDINATES (ANGSTROEM)
C: -0.106 -2.520 0.488  -0.7456
O: 0.127 -1.130 0.424  -0.3583
C: -0.899 -0.437 -0.315  -0.2998
C: -0.868 1.044 -0.428  -0.7172
C: -0.297 1.946 0.539  -0.2859
C: 0.842 1.665 -0.526  -0.2914
O: 1.900 0.856 -0.150  -0.6014
H: -1.039 -2.743 1.027  0.2706
H: 0.729 -2.974 1.029  0.2459
H: -0.172 -2.976 -0.513  0.3218
H: -0.987 -0.918 -1.302  0.4075
H: -1.870 -0.605 0.193  0.3591
H: 0.475 1.573 -1.577  0.2452
H: -0.689 2.976 0.528  0.2860
H: 0.075 1.690 1.541  0.2161
H: 1.189 2.615 -0.917  0.4693
H: 1.589 -0.062 -0.040  0.4780

Its LUMO energy is 0.921 eV. The frontier orbital gap comes out at 8.7 eV. Its charge is 0. The highest occupied orbital energy is -7.8 eV.

---

# 5
Density functional theory data (ωB97M-V/def2-TZVPD) for one molecule with the formula CH4N2O.

Each line ends with the Mulliken charge.
CARTESIAN COORDINATES (ANGSTROEM)
C: 0.335 -0.093 -0.493  -0.6088
N: -0.936 0.677 1.200  -0.7455
N: -0.794 -0.310 0.453  0.9277
O: -1.384 -1.375 0.524  -0.6218
H: 0.656 0.902 -0.141  0.3217
H: 0.002 -0.259 -1.540  0.2405
H: 1.093 -0.930 -0.487  0.2535
H: -1.754 0.687 1.779  0.2326

Its LUMO energy is 0.820 eV. The frontier orbital gap comes out at 11.0 eV. The SMILES is [H]/N=[N+](/C)[O-]. Its charge is 0. The highest occupied orbital energy is -10.1 eV.

---

# 6
Density functional theory data (ωB97M-V/def2-TZVPD) for a 2-piece molecular cluster, C31H28BF7O2S overall.

Each line ends with the Mulliken charge.
CARTESIAN COORDINATES (ANGSTROEM)
F: 4.813 0.563 -0.933  -0.3574
C: 3.564 1.077 -0.667  0.2402
C: 3.466 2.432 -0.360  -1.0034
C: 2.184 2.885 -0.071  -0.0035
F: 2.010 4.202 0.295  -0.3668
C: 1.059 2.066 -0.126  -0.1808
C: 1.172 0.717 -0.509  0.4698
C: -0.065 -0.119 -0.703  1.2811
C: -1.204 0.728 -1.213  -0.2606
C: -2.272 1.135 -0.411  0.1398
C: -3.090 2.170 -0.870  0.3654
F: -4.042 2.679 -0.011  -0.3793
C: -2.970 2.744 -2.129  -1.0392
C: -1.956 2.236 -2.937  0.1136
F: -1.802 2.749 -4.203  -0.3380
C: -1.095 1.222 -2.521  -0.6470
C: 2.465 0.220 -0.728  -0.3895
H: 4.325 3.094 -0.335  0.5168
H: 0.080 2.490 0.101  0.6314
H: -0.332 -0.738 0.162  -0.8551
H: -2.424 0.669 0.564  0.4355
H: -3.630 3.541 -2.465  0.4955
H: -0.297 0.873 -3.181  0.4998
H: 2.615 -0.823 -0.984  0.5156
C: -1.650 -3.366 3.173  -1.4026
C: -0.964 -2.104 2.811  0.7633
C: 0.400 -1.906 2.678  -0.7495
C: 0.750 -0.534 2.561  -0.0647
C: -0.347 0.320 2.624  0.0757
B: 0.106 -1.149 -2.134  0.7613
C: -0.320 1.757 2.809  0.9087
C: 0.887 2.406 3.150  -0.3895
C: 0.914 3.772 3.373  -1.1007
C: -0.254 4.505 3.218  0.5565
C: -0.213 5.981 3.494  0.8739
F: -1.163 6.666 2.794  -0.2750
F: -0.429 6.242 4.825  -0.2598
F: 0.998 6.529 3.174  -0.2613
C: -1.457 3.904 2.857  -1.2057
C: -1.489 2.530 2.677  -0.3596
O: 1.301 -1.652 -2.525  -0.5539
C: 1.095 -3.092 -2.579  1.8904
C: 1.604 -3.521 -3.942  -2.0183
C: 1.988 -3.698 -1.509  -1.8443
C: -0.476 -3.286 -2.351  1.6721
C: -1.219 -3.994 -3.470  -1.9567
C: -0.846 -3.949 -1.025  -1.7545
O: -1.009 -1.944 -2.315  -0.6253
S: -1.832 -0.617 2.688  -0.2921
H: -0.908 -4.165 3.277  0.3634
H: -2.175 -3.238 4.131  0.3916
H: -2.390 -3.656 2.416  0.2924
H: 1.116 -2.732 2.713  0.3845
H: 1.767 -0.168 2.460  0.3205
H: 1.805 1.828 3.255  0.3578
H: 1.841 4.263 3.654  0.4195
H: -2.359 4.499 2.728  0.4478
H: -2.443 2.052 2.436  0.3482
H: 1.548 -4.612 -4.044  0.3722
H: 1.028 -3.048 -4.745  0.3911
H: 2.655 -3.220 -4.043  0.4781
H: 1.899 -4.791 -1.508  0.4352
H: 3.030 -3.435 -1.737  0.4416
H: 1.757 -3.310 -0.508  0.1948
H: -0.874 -5.031 -3.562  0.3592
H: -2.292 -4.014 -3.239  0.4586
H: -1.083 -3.477 -4.427  0.3698
H: -0.510 -4.995 -1.009  0.3750
H: -0.424 -3.418 -0.160  0.0219
H: -1.939 -3.943 -0.908  0.5044

Its LUMO energy is -0.142 eV. The frontier orbital gap comes out at 8.1 eV. The SMILES is CC1(C)OB(C(c2cc(F)cc(F)c2)c2cc(F)cc(F)c2)OC1(C)C.Cc1ccc(-c2ccc(C(F)(F)F)cc2)s1. Its charge is 0. The highest occupied orbital energy is -8.3 eV.

---

# 7
Density functional theory data (ωB97M-V/def2-TZVPD) for C31H21Br2Cl5N11OPYb as an isolated structure.

Each line ends with the Mulliken spin population.
CARTESIAN COORDINATES (ANGSTROEM)
Yb: 10.705 11.061 10.738  1.0081
C: 14.617 10.045 15.181  0.0000
N: 13.826 10.848 14.222  0.0001
C: 14.191 12.157 13.812  -0.0001
C: 13.363 12.484 12.761  -0.0003
N: 12.519 11.426 12.469  -0.0040
C: 12.826 10.425 13.365  0.0007
P: 12.198 8.744 13.366  0.0001
C: 12.379 8.120 11.664  0.0012
N: 12.016 8.894 10.604  -0.0042
C: 11.647 7.989 9.516  0.0001
C: 12.135 6.503 10.058  -0.0002
N: 12.581 6.794 11.418  0.0000
C: 13.347 5.828 12.164  0.0000
C: 10.400 8.732 13.505  -0.0001
N: 9.626 9.606 12.823  -0.0005
C: 8.306 9.259 13.074  -0.0004
C: 8.259 8.193 13.947  -0.0001
N: 9.607 7.788 14.170  0.0000
C: 10.147 6.732 15.014  0.0000
H: 15.015 10.699 15.928  0.0000
H: 14.026 9.244 15.662  0.0000
H: 15.488 9.592 14.656  0.0000
H: 14.928 12.788 14.298  0.0000
H: 13.288 13.403 12.187  0.0000
H: 12.017 8.249 8.518  0.0000
H: 12.846 5.905 9.403  0.0000
H: 14.407 6.127 12.236  0.0000
H: 12.898 5.608 13.117  0.0000
H: 13.352 4.893 11.559  0.0000
H: 7.496 9.811 12.602  -0.0001
H: 7.406 7.620 14.283  0.0000
H: 9.651 6.714 16.003  0.0000
H: 10.077 5.723 14.582  0.0000
H: 11.196 6.946 15.229  0.0000
Cl: 10.847 14.256 14.284  0.0000
C: 9.278 13.818 13.688  -0.0004
C: 9.178 13.069 12.538  0.0007
C: 7.883 12.677 12.262  0.0003
Cl: 7.710 11.697 10.829  0.0002
C: 6.709 13.026 13.036  0.0001
Cl: 5.185 12.507 12.520  0.0000
C: 6.840 13.963 14.082  0.0002
Cl: 5.506 14.793 14.791  0.0000
C: 8.141 14.276 14.493  0.0000
Cl: 8.417 15.301 15.895  0.0000
Br: 15.373 11.368 5.260  0.0000
C: 14.314 11.634 6.823  0.0001
C: 14.671 11.066 8.017  0.0000
C: 13.690 11.014 9.036  -0.0008
N: 12.529 11.602 8.939  -0.0005
C: 12.241 12.354 7.828  -0.0007
C: 13.113 12.322 6.716  -0.0002
C: 11.029 13.116 7.866  0.0005
C: 10.474 13.732 6.708  0.0001
C: 9.375 14.554 6.882  -0.0001
Br: 8.476 15.275 5.394  0.0000
C: 8.933 14.859 8.148  0.0001
C: 9.459 14.152 9.208  0.0000
N: 10.438 13.242 9.060  -0.0011
H: 15.642 10.618 8.183  0.0000
H: 13.869 10.454 9.946  0.0002
H: 12.870 12.951 5.847  0.0000
H: 10.956 13.604 5.739  0.0000
H: 8.181 15.643 8.309  0.0000
H: 9.158 14.236 10.266  0.0000
O: 9.634 9.804 8.961  0.0003
N: 8.705 9.057 9.420  -0.0010
C: 9.014 7.762 9.618  0.0010
C: 10.310 7.221 9.607  -0.0004
N: 10.761 6.036 10.003  0.0009
C: 8.013 6.893 10.085  -0.0003
N: 7.147 6.168 10.348  0.0005

Its LUMO energy (alpha / beta) is -3.570 / -3.850 eV. The frontier orbital gap (alpha / beta) comes out at 6.7 / 6.5 eV. As for the spin multiplicity: 2. As for the expectation value of S²: 0.75. Its charge is +1. The highest occupied orbital energy (alpha / beta) is -10.3 / -10.3 eV.

---

# 8
Density functional theory data (ωB97M-V/def2-TZVPD) for a 2-piece molecular cluster, C3H10N2O2 overall.

Each line ends with the Mulliken charge.
CARTESIAN COORDINATES (ANGSTROEM)
N: 3.029 1.103 0.891  -0.5261
C: 1.710 0.701 0.756  0.6537
O: 0.812 1.428 1.191  -0.6954
O: 1.524 -0.397 0.110  -0.7987
H: 3.648 0.714 0.195  0.2228
H: 3.137 2.090 1.040  0.2536
C: -1.028 -1.271 -1.360  -0.8814
N: -0.949 -0.751 0.018  -0.0519
C: -1.794 0.422 0.280  -0.9151
H: -0.138 -1.862 -1.537  0.3134
H: -1.911 -1.881 -1.479  0.3648
H: -1.066 -0.424 -2.033  0.3404
H: 0.152 -0.512 0.199  0.3677
H: -1.167 -1.480 0.686  0.3246
H: -1.366 1.268 -0.252  0.3205
H: -1.774 0.628 1.347  0.3230
H: -2.821 0.224 -0.053  0.3841

Its LUMO energy is 0.604 eV. The frontier orbital gap comes out at 9.5 eV. Its charge is 0. The highest occupied orbital energy is -8.9 eV.

---

Record-wise DFT total energy values, in a.u.: -1188.24262; -159.14007; -5486.20508; -346.80364; -225.14546; -2470.77501; -10820.26022; -380.31579
Record-wise molar mass values, in Da: 314.37; 60.14; 822.55; 102.13; 60.06; 608.43; 1104.67; 106.12
Record-wise largest force on an atom values, in eV/Å: 3.9; 2.6; 0.8; 1.8; 2.1; 4.0; 3.1; 0.8